2 unconnected molecules or ions with the total composition C4H3S2 in a non-equilibrium geometry. Source: OMol25; level of theory: the ωB97M-V functional and the def2-TZVPD basis.

Geometry as XYZ:
```
9
Properties=species:S:1:pos:R:3:forces:R:3
C -0.1232 0.1946 -0.2437 -0.315 0.880 -0.350
C -1.0972 1.2242 -0.2356 1.300 -2.584 -0.289
C -1.3799 -0.1908 -0.5692 0.070 -1.464 1.653
C 1.2737 -0.2409 0.1320 -2.426 0.640 1.393
S -1.2622 2.7903 0.1551 -0.607 0.714 -0.011
S -2.0899 -2.5199 0.0000 0.638 2.728 -0.866
H 1.8584 -0.4284 -0.7018 1.339 0.178 -1.679
H 1.0901 -1.1973 0.5447 0.001 -1.296 0.686
H 1.7301 0.3682 0.9185 -0.001 0.202 -0.537
```
Forces are in eV/Å.

Calculated values
* net charge: -1
* energy above the lowest of the compared OMol25 structures with the same formula, charge and spin: 3.365 eV
* total energy: -950.47899 hartree


C3H4N4O in the gas phase in a non-equilibrium geometry. Source: OMol25; level of theory: the ωB97M-V functional and the def2-TZVPD basis.

Geometry as XYZ:
```
12
Properties=species:S:1:pos:R:3:forces:R:3
H -2.4411 0.4388 0.0778 0.159 -0.008 -0.225
N -2.6069 -0.5551 -0.0333 -0.233 -0.215 0.432
C -1.5643 -1.2551 0.0039 -1.395 0.742 -0.464
N -0.2235 -0.9313 0.0227 1.664 -1.439 0.435
C 0.6353 0.1421 0.0249 0.291 -0.177 -0.485
C 2.0548 -0.2193 -0.0171 -0.335 -0.100 0.187
N 3.1472 -0.5759 -0.0034 -0.269 0.110 -0.067
N 0.4254 1.3820 -0.0349 0.258 1.107 0.255
O -0.9054 1.7176 0.0282 -0.271 0.997 -0.146
H -1.6671 -2.3287 -0.0576 0.001 -0.305 0.024
H 0.3087 -1.7921 0.0675 0.038 0.203 -0.016
H -0.9070 2.6975 -0.0395 0.093 -0.915 0.070
```
Forces are in eV/Å.

Calculated values
* energy above the lowest of the compared OMol25 structures with the same formula, charge and spin: 3.057 eV
* total energy: -410.89095 hartree


2 unconnected molecules or ions with the total composition C7H10. Source: OMol25; level of theory: the ωB97M-V functional and the def2-TZVPD basis.

Geometry as XYZ:
```
17
Properties=species:S:1:pos:R:3:forces:R:3
C -0.4561 1.7653 0.7227 0.045 0.261 -0.110
C 0.2086 0.6798 1.0750 -0.592 0.044 0.344
C -0.0546 -0.1783 2.2159 -0.184 -0.085 0.351
C -0.4242 -1.3671 1.4320 -0.099 -0.364 0.020
C 0.8651 -0.6160 1.1132 0.311 0.026 -0.156
H -0.2286 2.5008 -0.0269 0.132 -0.200 -0.468
H -1.3745 1.8878 1.2844 0.224 0.639 0.228
H 0.1315 0.0478 3.2550 -0.121 -0.269 -0.041
H -1.2443 -1.2567 0.7184 0.168 -0.169 0.134
H -0.3618 -2.3279 1.9339 0.216 -0.055 -0.169
H 1.8789 -0.9905 1.1383 -0.114 0.209 -0.084
C 0.6578 0.4154 -2.3536 -0.113 -0.110 -0.041
C -0.3036 -0.4645 -2.6059 0.123 0.108 0.009
H 0.4523 1.4807 -2.2809 0.007 -0.177 -0.026
H 1.6892 0.1094 -2.1962 -0.155 0.010 -0.037
H -1.3354 -0.1553 -2.7545 0.154 -0.020 0.029
H -0.1006 -1.5307 -2.6708 -0.003 0.153 0.016
```
Forces are in eV/Å.

Calculated values
* energy above the lowest of the compared OMol25 structures with the same formula, charge and spin: 4.727 eV
* total energy: -272.54427 hartree